Entry 1:
ORCA calculation (the ωB97M-V functional and the def2-TZVPD basis) on 2 unconnected molecules or ions with the total composition C4H9NO.

- HOMO-LUMO gap (spin up / spin down): 8.0 / 8.0 eV
- Energy above the lowest of the compared OMol25 structures with the same formula, charge and spin: 564.4 kJ/mol
- LUMO level (spin up / spin down): -0.01255 / -0.01259 Ha
- SMILES string: CC(N)=O.C=C
- HOMO level (spin up / spin down): -0.3077 / -0.3076 Eh

ORCA input file:
```
! wB97M-V def2-TZVPD RIJCOSX def2/J DEFGRID3
* xyz 0 1
C 1.4699 0.0791 0.1733
C 0.0339 -0.6644 -0.6578
N -0.1727 -1.9021 0.0262
O 0.2049 -0.6794 -1.8728
H 2.0838 0.9809 0.1478
H 2.1074 -0.3478 -0.6119
H 1.4146 -0.0132 1.2623
H 0.4835 -2.6047 -0.2975
H -0.1062 -1.8527 1.0346
C -1.5753 0.6279 -0.2355
C -0.7186 1.4875 0.4312
H -1.9491 0.9389 -1.2011
H -2.2954 0.0636 0.3425
H -0.3036 2.3600 -0.0514
H -0.6771 1.5264 1.5103
*
```

Charges computed using Mulliken, reported in e: number 1, C, carries -1.325; number 2, C, carries 0.718; number 3, N, carries -0.590; number 4, O, carries -0.584; number 5, H, carries 0.386; number 6, H, carries 0.364; number 7, H, carries 0.362; number 8, H, carries 0.268; number 9, H, carries 0.243; number 10, C, carries -0.581; number 11, C, carries -0.377; number 12, H, carries 0.270; number 13, H, carries 0.303; number 14, H, carries 0.259; number 15, H, carries 0.284

Entry 2:
ORCA calculation (the ωB97M-V functional and the def2-TZVPD basis) on 2 unconnected molecules or ions with the total composition C5H10O2.

- HOMO-LUMO gap: 10.7 eV
- Energy above the lowest of the compared OMol25 structures with the same formula, charge and spin: 248.3 kJ/mol
- LUMO level: 0.02641 Ha
- SMILES string: C[C@@H]1C=C[C@@H]1O.O
- HOMO level: -0.3654 Eh

ORCA input file:
```
! wB97M-V def2-TZVPD RIJCOSX def2/J DEFGRID3
* xyz 0 1
C 0.8381 0.8709 -1.2193
C 0.9636 0.5529 0.2652
C 0.9711 -0.9060 0.6924
C -0.1753 -0.8364 1.3746
C -0.3592 0.6419 1.0964
O -1.4747 1.0086 0.3058
H 1.7750 0.6435 -1.7400
H 0.6185 1.9340 -1.3632
H 0.0378 0.2939 -1.6897
H 1.7814 1.1393 0.7051
H 1.6854 -1.7085 0.5202
H -0.7660 -1.5518 1.9412
H -0.2772 1.2908 1.9800
H -2.2199 1.1804 0.8943
O -1.3555 -1.6719 -1.5528
H -1.5658 -0.9399 -0.9536
H -0.4774 -1.9416 -1.2568
*
```

Charges computed using Mulliken, reported in e: number 1, C, carries -1.229; number 2, C, carries 0.272; number 3, C, carries -0.778; number 4, C, carries -0.471; number 5, C, carries -0.080; number 6, O, carries -0.540; number 7, H, carries 0.349; number 8, H, carries 0.306; number 9, H, carries 0.336; number 10, H, carries 0.388; number 11, H, carries 0.393; number 12, H, carries 0.338; number 13, H, carries 0.446; number 14, H, carries 0.293; number 15, O, carries -0.680; number 16, H, carries 0.310; number 17, H, carries 0.348

Entry 3:
ORCA calculation (the ωB97M-V functional and the def2-TZVPD basis) on 3 unconnected molecules or ions with the total composition C12H11NO9PS.

- HOMO-LUMO gap: 2.3 eV
- LUMO level: -0.00342 Ha
- HOMO level: -0.0881 Eh

ORCA input file:
```
! wB97M-V def2-TZVPD RIJCOSX def2/J DEFGRID3
* xyz -1 1
O 1.2871 -1.6494 4.3097
N 2.6501 -1.9244 4.0761
P 3.0676 -3.0000 5.4275
S 3.9241 -4.6099 4.7240
H 0.8394 -1.5076 3.4519
H 3.9773 -2.2705 6.2607
H 1.8599 -3.3384 6.1345
C 2.4174 -2.5655 -1.5073
C 2.0300 -2.6732 -0.2298
C 1.3348 -1.5579 0.4657
O 0.9790 -1.7005 1.6246
C 1.1090 -0.3177 -0.2814
C 1.4994 -0.2099 -1.5551
C 2.1699 -1.3361 -2.2601
O 2.4962 -1.2053 -3.4343
O 1.2975 0.9390 -2.2626
O 2.2564 -3.8066 0.4829
H 2.9218 -3.3701 -2.0252
H 0.6185 0.4930 0.2412
H 1.6664 0.7623 -3.1510
H 1.8866 -3.6351 1.3737
C -4.2521 2.0049 -1.6274
C -4.2777 3.2272 -1.0927
C -3.0459 4.0634 -1.0023
O -3.1135 5.1836 -0.5241
C -1.7902 3.4926 -1.4951
C -1.7623 2.2670 -2.0278
C -2.9998 1.4423 -2.1427
O -2.9413 0.3363 -2.6505
O -0.6028 1.7227 -2.4867
O -5.4304 3.7631 -0.6079
H -5.1391 1.3898 -1.7005
H -0.9010 4.1023 -1.4076
H -0.8471 0.8389 -2.8209
H -5.1853 4.6497 -0.2794
*
```

Charges computed using Mulliken, reported in e: number 1, O, carries -0.447; number 2, N, carries -0.427; number 3, P, carries 0.176; number 4, S, carries -0.561; number 5, H, carries 0.413; number 6, H, carries 0.034; number 7, H, carries 0.060; number 8, C, carries -0.922; number 9, C, carries 0.398; number 10, C, carries 0.819; number 11, O, carries -0.672; number 12, C, carries -0.893; number 13, C, carries 0.261; number 14, C, carries 0.960; number 15, O, carries -0.675; number 16, O, carries -0.557; number 17, O, carries -0.556; number 18, H, carries 0.413; number 19, H, carries 0.494; number 20, H, carries 0.342; number 21, H, carries 0.341; number 22, C, carries -0.951; number 23, C, carries 0.368; number 24, C, carries 0.890; number 25, O, carries -0.623; number 26, C, carries -0.876; number 27, C, carries 0.203; number 28, C, carries 1.027; number 29, O, carries -0.618; number 30, O, carries -0.416; number 31, O, carries -0.570; number 32, H, carries 0.410; number 33, H, carries 0.448; number 34, H, carries 0.361; number 35, H, carries 0.348

Entry 4:
ORCA calculation (the ωB97M-V functional and the def2-TZVPD basis) on a single C3H9NOS molecule.

- HOMO-LUMO gap: 9.7 eV
- Energy above the lowest of the compared OMol25 structures with the same formula, charge and spin: 128.5 kJ/mol
- LUMO level: 0.03266 Ha
- SMILES string: OCNCCS
- HOMO level: -0.3233 Eh

ORCA input file:
```
! wB97M-V def2-TZVPD RIJCOSX def2/J DEFGRID3
* xyz 0 1
O -0.7378 -1.2283 -2.7157
C 0.1591 -1.4144 -1.6082
N -0.5726 -1.3627 -0.3809
C -0.6826 -0.0326 0.2517
C 0.5935 0.3048 1.0561
S 0.5851 1.9327 1.7611
H -1.4210 -1.8570 -2.4717
H 0.6000 -2.3941 -1.7803
H 0.9056 -0.6300 -1.5377
H -0.6943 -2.0201 0.3650
H -0.8634 0.6906 -0.5397
H -1.4919 -0.0688 0.9767
H 0.6179 -0.3337 1.9425
H 1.4645 0.1013 0.4373
H 1.2722 2.6147 0.7986
*
```

Charges computed using Mulliken, reported in e: number 1, O, carries -0.536; number 2, C, carries -0.402; number 3, N, carries -0.245; number 4, C, carries -0.742; number 5, C, carries -0.502; number 6, S, carries -0.234; number 7, H, carries 0.334; number 8, H, carries 0.375; number 9, H, carries 0.263; number 10, H, carries 0.225; number 11, H, carries 0.325; number 12, H, carries 0.391; number 13, H, carries 0.271; number 14, H, carries 0.354; number 15, H, carries 0.121

Entry 5:
ORCA calculation (the ωB97M-V functional and the def2-TZVPD basis) on a gas-phase ion, C11H12BFN3O4 (charge +1).

- HOMO-LUMO gap: 7.3 eV
- LUMO level: -0.20284 Ha
- SMILES string: C#Cc1c(B(N)O)[nH+]cc(CC(=O)F)c1C(=O)OCN
- HOMO level: -0.4725 Eh

ORCA input file:
```
! wB97M-V def2-TZVPD RIJCOSX def2/J DEFGRID3
* xyz 1 1
C -2.4162 0.3784 2.1680
C -1.6141 -0.0430 1.3396
C -0.8351 -0.1279 0.0086
C -1.4935 -0.9141 -1.1118
B -2.9480 -1.6317 -0.8337
N -3.1373 -3.0899 -0.6716
O -4.0666 -0.7405 -0.7096
N -0.8449 -1.0374 -2.3604
C 0.3828 -0.4139 -2.6065
C 1.1318 0.3946 -1.5670
C 2.5073 1.0103 -2.0380
C 3.4174 -0.1853 -2.5170
O 3.8192 -0.2490 -3.6497
F 3.7731 -1.2678 -1.6790
C 0.5252 0.5313 -0.2009
C 1.2646 1.3120 0.9335
O 2.4818 1.4033 1.0241
O 0.5154 1.9257 1.9605
C 1.1515 1.5718 3.2415
N 0.2104 1.6498 4.3750
H -3.1984 0.7495 2.8879
H -3.1045 -3.5972 -1.5641
H -2.4704 -3.5019 -0.0055
H -4.4170 -0.6815 -1.6311
H -1.2650 -1.5923 -3.1196
H 0.8302 -0.5649 -3.6390
H 2.9922 1.7068 -1.2974
H 2.2749 1.6362 -2.9631
H 1.9836 2.3139 3.4346
H 1.5844 0.5219 3.2267
H 0.7597 1.9076 5.2122
H -0.0910 0.6842 4.5913
*
```

Charges computed using Mulliken, reported in e: number 1, C, carries -0.035; number 2, C, carries -1.249; number 3, C, carries 0.491; number 4, C, carries 0.288; number 5, B, carries 0.279; number 6, N, carries -0.500; number 7, O, carries -0.496; number 8, N, carries 0.028; number 9, C, carries -0.401; number 10, C, carries 0.012; number 11, C, carries -0.542; number 12, C, carries 0.508; number 13, O, carries -0.432; number 14, F, carries -0.254; number 15, C, carries 0.728; number 16, C, carries 0.420; number 17, O, carries -0.501; number 18, O, carries -0.317; number 19, C, carries -0.298; number 20, N, carries -0.604; number 21, H, carries 0.363; number 22, H, carries 0.271; number 23, H, carries 0.300; number 24, H, carries 0.312; number 25, H, carries 0.326; number 26, H, carries 0.433; number 27, H, carries 0.431; number 28, H, carries 0.294; number 29, H, carries 0.303; number 30, H, carries 0.283; number 31, H, carries 0.287; number 32, H, carries 0.273

| no. | total energy (eV) |
| --- | --- |
| 1 | -7826.4703 |
| 2 | -9440.4692 |
| 3 | -52660.7098 |
| 4 | -17628.8729 |
| 5 | -27645.7639 |